Record 1
A structure of composition C26H40AgFN4O3SSi2Te in a non-equilibrium geometry, computed with the ωB97M-V functional and the def2-TZVPD basis.

Structure (ORCA input):
```
! RIJCOSX wB97M-V def2-TZVPD def2/J DEFGRID3
* xyz 0 1
Ag 0.777 -1.826 -1.120
F 3.368 4.438 -0.182
C 2.093 4.039 0.066
C 1.838 2.704 0.226
C 0.560 2.260 0.540
C 0.326 0.805 0.696
O 1.225 0.025 0.416
C -1.011 0.467 1.152
C -1.936 1.436 1.293
N -1.735 2.767 1.022
C -2.827 3.690 1.160
C -4.164 3.299 0.615
C -3.370 4.374 -0.064
C -0.471 3.201 0.691
C -0.198 4.555 0.470
C 1.080 4.992 0.155
N 1.274 6.374 -0.120
C 2.438 6.847 -0.851
C 2.088 8.256 -1.395
N 0.597 8.370 -1.369
C 0.118 8.489 0.042
C 0.826 7.366 0.840
C -1.483 -0.970 1.438
O -2.585 -1.094 1.982
O -0.700 -1.869 1.031
H 2.624 1.968 0.110
H -2.926 1.159 1.628
H -2.812 4.257 2.086
H -5.040 3.574 1.183
H -4.236 2.345 0.114
H -3.705 5.399 0.024
H -2.912 4.126 -1.013
H -1.013 5.266 0.501
H 2.637 6.164 -1.673
H 3.341 6.910 -0.237
H 2.450 8.395 -2.410
H 2.489 9.048 -0.766
H 0.249 7.461 -1.697
H 0.244 9.115 -1.962
H -0.964 8.371 0.042
H 0.370 9.480 0.414
H 0.144 6.923 1.558
H 1.672 7.782 1.401
S 0.372 1.293 -4.838
C 0.549 0.197 -3.676
N 0.692 -0.592 -2.824
C -3.650 -5.740 -0.754
Si -2.035 -4.786 -1.031
C -1.064 -5.656 -2.401
C -2.530 -3.058 -1.588
C -1.080 -4.801 0.594
Te 0.863 -3.892 0.648
C 1.822 -5.695 -0.111
Si 2.554 -6.777 1.240
C 1.287 -7.131 2.596
C 3.139 -8.391 0.442
C 3.999 -5.861 2.045
H -4.246 -5.740 -1.670
H -4.245 -5.273 0.033
H -3.473 -6.779 -0.468
H -1.658 -5.709 -3.316
H -0.801 -6.678 -2.116
H -0.141 -5.120 -2.635
H -3.242 -3.106 -2.415
H -1.679 -2.467 -1.930
H -3.000 -2.517 -0.763
H -0.931 -5.817 0.966
H -1.647 -4.244 1.342
H 2.604 -5.403 -0.815
H 1.073 -6.248 -0.681
H 0.480 -7.781 2.249
H 0.841 -6.195 2.940
H 1.758 -7.613 3.455
H 2.296 -8.927 0.000
H 3.621 -9.057 1.161
H 3.854 -8.184 -0.357
H 3.671 -4.870 2.367
H 4.833 -5.728 1.352
H 4.373 -6.391 2.923
*
```

Calculated values
- HOMO: -6.48 eV
- Gap between HOMO and LUMO: 4.873 eV
- LUMO energy: -0.059 hartree
- DFT total energy: -2951.48973 a.u.
- Energy above the lowest of the compared OMol25 structures with the same formula, charge and spin: 0.0 kcal per mole

Record 2
A structure of composition C26H40BBiClN2O4 in a non-equilibrium geometry, computed with the ωB97M-V functional and the def2-TZVPD basis.

Structure (ORCA input):
```
! RIJCOSX wB97M-V def2-TZVPD def2/J DEFGRID3
* xyz -1 1
Bi 0.129 -0.023 0.021
Cl -1.639 1.866 -0.069
N -1.597 -1.705 0.447
N 1.869 1.628 -0.118
C -1.827 -2.561 -0.538
C 2.222 2.005 -1.352
C -2.521 -1.996 1.570
C -3.027 -3.405 1.199
C -3.686 -1.008 1.564
C -1.782 -1.943 2.902
H -4.265 -1.123 0.647
H -3.310 0.024 1.617
H -4.333 -1.207 2.418
H -0.903 -2.597 2.861
H -2.443 -2.281 3.694
H -1.448 -0.922 3.124
C 2.399 2.574 0.876
C 3.075 3.628 0.001
C 3.350 1.854 1.815
C 1.245 3.190 1.679
H 0.529 3.654 1.002
H 1.648 3.936 2.366
H 0.714 2.417 2.268
H 4.217 1.499 1.235
H 2.874 0.990 2.290
H 3.705 2.540 2.590
O 2.923 3.149 -1.380
H 4.180 3.685 0.188
H 2.648 4.596 0.061
O -2.637 -3.594 -0.203
H -4.088 -3.542 1.260
H -2.510 -4.189 1.789
C -1.207 -2.504 -1.898
C 1.924 1.265 -2.605
C 0.491 0.807 -2.738
H 2.513 0.369 -2.560
H 2.231 1.905 -3.433
C 0.053 -0.331 -2.052
C -1.091 -1.079 -2.417
H 1.722 -1.259 -0.117
C -2.095 -0.363 -3.103
C -1.785 0.900 -3.551
C -3.437 -1.007 -3.263
C -0.524 1.564 -3.431
H -2.556 1.473 -4.111
C -0.227 2.910 -3.916
H -1.094 3.298 -4.406
H 0.593 2.871 -4.606
H 0.050 3.601 -3.117
H -3.322 -1.976 -3.686
H -4.032 -0.379 -3.894
H -3.960 -1.120 -2.311
H -1.796 -3.131 -2.561
H -0.208 -2.875 -1.769
C 2.614 -3.375 3.976
C 2.859 -2.794 2.601
C 4.281 -2.223 2.606
O 1.940 -1.696 2.394
B 1.643 -1.760 1.051
O 2.061 -2.905 0.398
C 2.585 -3.744 1.407
C 3.776 -4.425 0.765
C 1.514 -4.804 1.663
H 2.752 -2.605 4.757
H 3.347 -4.178 4.166
H 1.603 -3.803 4.089
H 4.368 -1.428 3.365
H 4.998 -3.014 2.872
H 4.573 -1.802 1.631
H 4.180 -5.157 1.470
H 3.453 -4.950 -0.149
H 4.558 -3.706 0.484
H 0.580 -4.370 2.056
H 1.271 -5.310 0.714
H 1.906 -5.546 2.366
*
```

Calculated values
- HOMO (spin up / spin down): -0.56 / -0.61 eV
- Gap between HOMO and LUMO (spin up / spin down): 3.161 / 3.214 eV
- LUMO energy (spin up / spin down): 0.096 / 0.096 hartree
- DFT total energy: -2124.78418 a.u.
- Energy above the lowest of the compared OMol25 structures with the same formula, charge and spin: 69.6 kcal per mole